ORCA calculation (the ωB97M-V functional and the def2-TZVPD basis) on a molecular structure, C44H38AuCl5IN3O3P.

Strongest force on any atom   0.8 eV Å⁻¹
Energy above the lowest of the compared OMol25 structures with the same formula, charge and spin   0.0347 eV
Total charge   +1
HOMO level   -10.28 eV
Spin multiplicity   1
Kohn-Sham gap   5.63 eV
Lowest unoccupied orbital energy   -4.6 eV

Each line ends with the Mulliken charge.
Atoms and positions in Å:
H  -3.591  0.145  4.678  0.63
C  -0.529  1.298  2.790  0.86
C  2.599  -0.452  0.964  -0.18
N  -3.566  -0.388  0.972  -0.97
H  0.124  -0.122  5.200  0.41
Cl  -1.712  4.858  1.443  -0.23
H  3.554  -1.491  -4.278  0.40
C  3.816  1.789  1.396  0.03
C  4.755  1.107  2.072  0.72
C  -3.075  -3.852  4.983  -1.71
O  1.808  1.633  0.172  -0.02
H  -3.589  -0.802  6.548  0.33
H  -0.656  -4.075  -4.379  0.44
H  0.046  0.462  2.402  0.34
C  1.443  -1.468  -3.838  0.87
O  -3.498  -0.263  3.811  -0.70
C  2.626  -2.049  -4.290  -0.08
H  -4.079  -2.450  2.402  0.35
H  5.086  3.379  -2.617  0.46
H  6.459  1.770  -1.336  0.47
C  -0.721  2.408  1.982  -0.56
Cl  6.075  1.923  2.776  -0.14
C  -1.503  -1.136  0.877  -0.47
C  5.030  0.175  -1.527  -0.92
H  -0.313  2.450  0.982  0.17
H  -0.656  -1.774  -3.499  0.35
H  -2.557  4.294  4.110  0.44
C  -2.870  0.276  0.090  -0.47
H  -1.990  -3.941  5.061  0.28
C  -1.083  1.224  4.064  -0.24
H  -3.397  -4.360  4.072  0.38
C  1.706  0.747  -5.854  -0.51
H  -1.990  3.108  -7.711  0.38
C  -1.686  3.042  -6.674  -0.84
C  -1.897  3.658  -4.382  -0.73
H  -3.293  4.227  -5.927  0.39
H  2.531  0.068  -5.688  0.36
H  -0.634  -1.741  1.075  0.82
H  -2.377  4.272  -3.632  0.46
C  -3.042  -2.172  2.562  -1.98
N  -2.682  -1.276  1.473  1.11
C  2.678  1.078  0.784  -0.03
N  -1.578  -0.149  -0.004  -0.52
O  1.666  -1.050  0.494  -0.56
C  3.016  0.698  -2.750  1.17
C  -0.776  2.945  -4.054  -0.17
H  3.554  -3.797  -5.106  0.44
C  1.448  -4.083  -4.799  -0.57
C  -2.852  -1.518  3.944  1.91
H  -5.554  -2.872  5.695  0.48
Au  -0.068  0.289  -1.416  1.06
C  2.629  -3.353  -4.762  -0.89
Cl  3.600  -2.805  1.825  -0.16
C  0.267  -3.510  -4.353  -0.71
H  -2.416  -3.059  2.468  0.35
C  -1.799  2.323  4.528  -0.25
C  4.698  -0.374  2.216  0.66
C  0.237  1.754  -7.428  -0.74
P  1.324  0.250  -3.246  0.37
C  3.792  -0.206  -2.023  -0.65
C  -0.096  2.131  -5.014  0.63
C  0.266  -2.213  -3.864  -0.76
C  -3.263  -1.839  6.430  -1.69
C  4.726  2.372  -2.448  -0.86
C  -1.338  -1.323  4.219  -1.13
H  -0.790  -1.367  3.275  0.51
C  5.494  1.471  -1.727  -0.73
Cl  3.839  3.478  1.184  -0.13
I  0.041  3.430  -2.190  0.19
C  -0.927  -0.017  4.913  -1.26
H  -3.503  -4.403  5.821  0.49
C  1.376  1.051  -7.185  -1.29
H  -2.204  -1.895  6.684  0.28
Cl  5.972  -1.137  3.049  -0.13
H  3.439  -1.218  -1.859  0.64
H  -5.391  -2.953  3.953  0.38
H  -2.230  2.298  5.523  0.45
C  3.694  -1.106  1.697  0.04
C  -1.990  3.450  3.742  -0.87
H  -5.481  -1.383  4.750  0.34
C  -1.458  3.475  2.465  0.08
C  3.498  1.984  -2.969  -0.71
H  -0.101  1.933  -8.441  0.39
H  -3.808  -2.421  7.174  0.52
H  2.915  2.692  -3.543  0.46
H  1.981  0.665  -7.993  0.43
C  0.981  1.207  -4.780  1.02
H  -0.963  -2.165  4.802  0.49
H  -3.274  1.084  -0.495  0.48
C  -5.082  -2.393  4.836  -1.80
H  1.451  -5.099  -5.171  0.41
C  -0.521  2.300  -6.364  0.82
H  5.639  -0.545  -0.993  0.51
C  -2.397  3.667  -5.697  -0.82
H  -1.473  0.120  5.847  0.34
C  -3.560  -2.397  5.033  1.40



ORCA calculation (the ωB97M-V functional and the def2-TZVPD basis) on a molecular structure, C44H38B2F19N9O5PTi in a non-equilibrium geometry.

Strongest force on any atom   2.3 eV Å⁻¹
Energy above the lowest of the compared OMol25 structures with the same formula, charge and spin   0.2687 eV
Total charge   +1
HOMO level (spin up / spin down)   -10.44 / -10.44 eV
Spin multiplicity   3
Kohn-Sham gap (spin up / spin down)   6.89 / 4.59 eV
Lowest unoccupied orbital energy (spin up / spin down)   -3.6 / -5.9 eV
Expectation value of S²   2.0197

Each line ends with the Mulliken charge.
Atoms and positions in Å:
H  3.250  0.135  -2.974  0.35
H  -2.568  -4.441  1.723  0.39
C  2.222  -7.122  -0.340  -0.48
N  2.052  -1.114  -0.520  1.53
F  2.025  0.121  5.568  -0.27
F  -6.926  0.689  1.604  -0.24
Ti  0.765  -0.626  1.132  -0.96
N  0.007  0.544  -0.429  0.20
H  -6.216  2.694  -0.867  0.42
H  -3.312  -2.893  2.259  0.44
C  -1.362  -2.689  1.401  0.26
H  0.263  2.976  3.578  0.13
H  0.156  -7.017  -2.699  0.69
C  -0.265  4.248  -2.189  -0.17
F  1.317  6.549  -5.188  -0.25
C  -1.331  6.728  -2.844  -1.13
C  -0.792  -4.860  -1.617  -0.21
C  -5.739  2.672  1.223  0.57
C  0.467  2.194  4.265  -1.84
H  1.352  -2.306  -4.735  0.45
C  1.661  6.833  4.415  0.75
H  2.140  -4.974  -5.161  0.53
H  1.034  4.903  0.220  0.39
O  2.320  -3.286  1.471  -0.81
C  -3.599  3.421  1.947  -0.55
H  -0.465  1.745  4.632  0.48
F  3.337  0.760  2.374  -0.16
H  -2.651  6.495  -1.228  0.47
F  -3.463  0.882  -0.302  0.21
F  2.284  5.752  4.967  -0.22
C  -0.013  -4.897  1.767  -2.06
C  1.741  -0.533  -1.626  0.46
H  1.020  2.595  5.114  0.45
H  2.496  5.921  2.094  0.47
B  3.004  -3.319  0.131  0.59
C  2.758  -7.229  -1.629  1.10
F  2.041  -1.120  3.795  -0.18
C  -7.042  2.009  1.576  0.78
C  0.084  4.842  -3.392  -0.82
F  -0.004  8.187  -4.662  -0.27
C  4.090  -7.552  -1.863  0.51
H  -1.329  -3.981  -1.232  -0.11
F  -2.203  -0.684  -1.462  -0.28
H  -3.897  3.601  -1.361  0.69
C  1.257  1.113  3.547  1.21
N  1.063  -2.778  1.366  0.63
C  2.620  1.659  3.084  0.46
F  2.593  7.675  3.930  -0.25
F  2.208  -4.091  -0.759  0.11
C  -0.577  6.291  3.466  -1.15
C  -1.348  5.731  2.454  -0.09
N  4.327  -7.645  -3.229  -0.57
N  3.251  -7.343  -3.839  -0.59
H  -0.281  -5.199  2.788  0.47
O  3.181  -1.900  -0.523  -0.80
H  -2.885  3.543  2.758  0.54
H  5.104  -7.704  1.333  0.34
H  0.162  3.277  -1.931  0.43
C  3.090  -7.226  0.691  -0.50
H  1.047  -5.224  1.673  0.13
C  -0.322  0.349  -2.873  -2.08
C  -1.285  4.810  -1.403  0.34
H  3.109  -1.604  -2.844  0.49
N  -1.225  -1.444  1.064  2.23
H  2.710  -7.101  1.707  0.41
O  -2.295  -0.704  0.898  -0.87
C  -4.838  2.850  2.265  -1.43
C  0.085  6.865  -4.873  0.85
F  4.337  -3.610  0.392  -0.32
H  -1.034  6.678  4.343  0.60
F  0.992  7.391  5.423  -0.27
H  -0.638  -5.405  1.027  0.54
H  -3.199  -3.224  0.531  0.30
O  -1.281  1.128  -0.400  0.67
C  -4.225  3.446  -0.391  -1.04
F  -7.985  2.307  0.651  -0.28
C  0.395  0.202  -1.604  1.39
H  -0.663  -0.600  -3.301  0.05
C  -0.369  6.128  -3.681  0.23
H  -2.407  5.691  2.662  0.79
N  0.784  -5.290  -3.552  0.28
F  -7.462  2.430  2.777  -0.26
C  1.065  -3.255  -4.257  -0.65
C  0.062  -4.450  -2.753  0.87
O  0.593  0.649  2.431  -1.08
C  1.372  -0.136  4.433  0.48
C  -0.745  5.184  1.353  0.60
H  0.754  -7.222  -4.276  0.30
N  0.186  -3.234  -3.173  -0.28
H  -5.093  2.624  3.331  0.39
P  -1.633  4.158  0.200  1.58
C  -2.682  -3.368  1.514  -1.73
H  0.771  4.316  -4.039  0.49
H  -1.219  0.963  -2.726  0.22
H  -1.731  7.688  -3.136  0.48
H  -1.543  -5.609  -1.872  0.59
C  -0.034  -3.437  1.541  0.80
H  1.152  -6.860  -0.209  0.17
F  2.488  2.705  2.275  -0.11
H  6.032  -8.002  -0.969  0.40
C  1.439  -4.527  -4.491  -0.66
H  0.397  0.782  -3.575  0.74
C  1.420  5.861  2.138  -1.16
C  2.549  -0.674  -2.883  -1.85
F  0.178  -0.594  4.768  -0.26
F  3.352  2.141  4.161  -0.28
C  4.971  -7.750  -0.777  -0.68
C  -1.859  6.034  -1.807  -0.43
N  2.238  -7.152  -2.925  0.67
F  -0.711  6.650  -5.944  -0.25
C  0.786  6.313  3.310  0.25
B  -2.337  0.133  -0.341  -0.14
C  0.924  -6.708  -3.375  -1.54
H  1.941  -0.679  -3.784  0.28
C  -3.282  3.742  0.625  0.66
C  0.643  5.323  1.149  -0.93
H  -0.144  -5.276  -0.851  -0.65
C  -5.441  2.927  -0.102  -0.97
C  4.437  -7.590  0.469  -0.62



ORCA calculation (the ωB97M-V functional and the def2-TZVPD basis) on a molecular structure, C44H38F6KN8O7PS3 in a non-equilibrium geometry.

Strongest force on any atom   2.2 eV Å⁻¹
Energy above the lowest of the compared OMol25 structures with the same formula, charge and spin   1.6753 eV
Total charge   -2
HOMO level   -2.83 eV
Spin multiplicity   1
Kohn-Sham gap   6.73 eV
Lowest unoccupied orbital energy   3.9 eV

Each line ends with the Mulliken charge.
Atoms and positions in Å:
H  4.407  -3.122  -2.855  0.36
H  1.673  0.175  -5.166  0.33
F  -4.337  -3.914  -2.965  -0.27
C  -2.134  1.724  5.699  0.13
H  2.867  -4.743  -0.302  0.44
C  -2.102  5.161  1.027  -0.83
H  3.948  -0.894  -1.962  0.29
C  1.030  3.131  -3.657  -0.09
C  3.174  -1.402  -2.523  -0.67
H  -1.656  5.076  5.826  0.50
C  1.173  1.997  -6.171  -0.64
C  -3.250  -3.295  1.814  -0.57
F  -3.649  1.846  -3.331  -0.26
N  -2.378  -0.384  4.621  -0.55
H  -0.380  -3.152  2.857  -0.65
O  2.512  2.002  1.715  -0.81
H  2.111  -2.527  -0.387  -1.28
H  2.740  -2.295  1.231  0.63
H  1.646  -5.200  3.066  0.30
N  1.319  -5.245  1.006  -0.24
H  -2.425  0.387  7.351  0.50
C  -2.129  2.449  7.960  -0.54
H  1.248  3.740  -0.072  0.50
C  5.408  2.354  -2.492  -0.86
N  -2.976  -0.971  2.387  -0.29
H  -1.217  -3.391  0.613  -1.54
O  -3.448  -1.315  -3.943  -0.61
H  -0.587  -5.626  0.229  0.40
C  3.260  1.493  -1.747  -0.28
C  5.094  1.853  -0.174  -0.85
C  3.790  1.438  -0.448  -0.01
C  -1.931  3.018  5.280  -0.26
C  2.483  -4.410  0.667  -0.99
P  1.515  0.910  -2.103  1.78
H  6.038  2.701  -3.303  0.41
O  3.750  -0.099  1.628  -0.90
C  0.848  3.340  -6.046  -0.57
H  3.761  1.968  -3.784  0.47
C  -2.144  0.879  4.455  -0.28
H  -2.140  6.279  -0.795  0.38
C  1.421  1.221  -5.040  -0.12
C  -1.591  5.573  -0.182  -0.27
C  -2.614  -1.318  3.629  0.18
C  -2.251  1.410  7.037  0.01
H  -2.789  -4.706  3.380  0.39
C  1.344  1.770  -3.763  0.13
C  2.078  -2.910  0.629  0.94
O  -1.319  -0.524  -1.712  0.01
H  -1.795  4.547  8.272  0.37
C  -1.367  4.250  1.814  0.62
H  0.630  -5.130  -0.956  0.37
F  -1.662  1.196  -3.913  -0.21
C  0.942  -1.524  -3.385  -0.74
C  1.931  -0.796  -2.711  0.81
K  -0.385  0.862  0.820  1.95
F  -4.860  -3.155  -0.991  -0.24
H  -3.578  -1.611  0.526  0.73
H  3.258  -4.599  1.417  0.26
H  1.242  1.547  -7.156  0.37
C  -2.408  1.602  -2.896  0.49
H  0.101  5.435  -1.528  0.43
C  0.242  -4.936  0.049  -1.15
H  5.452  1.785  0.848  0.47
H  -3.049  5.529  1.404  0.41
C  4.113  1.945  -2.761  -0.64
H  -0.042  -1.094  -3.521  0.46
H  1.346  -2.850  3.087  0.53
H  0.537  4.962  -4.664  0.39
H  0.626  3.935  -6.925  0.31
N  0.702  -2.754  1.115  0.26
O  -5.716  -1.295  -2.956  -0.70
H  -3.514  -4.034  1.067  0.38
C  0.278  4.159  0.199  -0.05
H  -2.213  -2.907  5.014  0.42
C  5.902  2.319  -1.192  -0.68
N  -1.743  4.052  3.126  -0.64
H  6.914  2.649  -0.979  0.36
C  -1.798  2.948  3.788  0.08
C  0.612  -3.349  2.450  0.27
S  -2.443  0.351  -1.499  0.65
C  -0.351  5.093  -0.604  -0.94
N  -1.879  1.648  3.358  -0.17
C  0.789  3.911  -4.778  -0.42
N  -0.215  3.726  1.364  -0.25
C  -2.530  -2.675  4.006  -0.64
C  -1.818  4.061  6.175  -0.07
H  2.651  -4.373  -4.078  0.33
H  0.407  -3.349  -4.370  0.43
C  0.875  -4.881  2.359  -0.75
N  -3.870  -0.349  -1.607  -0.51
S  -4.294  -1.329  -2.780  0.92
H  -0.034  -5.450  2.576  0.36
C  -0.206  -3.454  0.202  2.60
F  -2.786  -3.180  -1.638  -0.18
H  -2.195  2.236  9.021  0.36
C  -4.039  -2.991  -2.041  0.67
C  2.448  -3.381  -3.693  -0.81
O  1.693  0.176  0.328  -0.18
S  2.858  0.824  0.950  1.30
C  -3.284  -1.943  1.519  -0.38
O  -2.393  1.185  -0.334  -0.97
F  -1.899  2.739  -2.408  -0.07
C  1.197  -2.803  -3.866  -0.69
H  0.960  3.573  -2.667  -0.23
H  -0.205  -2.928  -0.757  -0.67
C  -2.851  -3.660  3.098  -0.21
C  3.432  -2.677  -3.015  -0.46
C  -1.909  3.760  7.535  -0.55



ORCA calculation (the ωB97M-V functional and the def2-TZVPD basis) on a molecular structure, C44H39CaF9N3P.

Strongest force on any atom   0.9 eV Å⁻¹
Energy above the lowest of the compared OMol25 structures with the same formula, charge and spin   0.9707 eV
Total charge   0
HOMO level   -6.87 eV
Spin multiplicity   1
Kohn-Sham gap   6.51 eV
Lowest unoccupied orbital energy   -0.4 eV

Each line ends with the Mulliken charge.
Atoms and positions in Å:
C  -3.019  -4.016  -0.090  -0.08
H  -1.868  1.330  3.812  0.43
C  -6.000  -2.295  0.292  -0.70
H  -5.356  -0.478  -2.491  0.46
H  -0.315  5.310  -1.038  0.37
C  -4.184  -0.455  -0.697  -0.28
H  4.187  1.684  -1.138  0.62
C  -6.149  -1.797  -0.988  0.17
H  -0.232  4.393  1.291  0.36
C  -2.783  1.763  3.412  -0.94
F  -2.703  -4.206  7.128  -0.26
H  0.442  0.231  -3.148  0.30
H  -0.285  -1.699  2.852  0.46
H  0.043  -2.761  5.029  0.50
H  1.261  6.247  -2.707  0.41
C  -3.210  2.974  3.926  -0.77
H  -6.700  -3.024  0.673  0.51
C  -3.484  1.088  2.410  0.43
F  -5.289  5.689  2.993  -0.27
F  -3.951  5.517  4.688  -0.29
N  0.841  -1.370  -1.829  1.14
C  -1.129  -1.783  3.526  -0.28
C  1.332  5.212  -2.409  -1.00
C  0.254  -0.839  -3.072  -1.13
H  3.005  -2.996  -2.118  0.40
C  -1.279  -4.365  1.512  -0.15
F  -0.601  -3.683  7.145  -0.29
C  -1.559  -2.085  0.489  -1.45
C  2.390  3.049  -2.573  -0.58
H  -4.276  -5.691  -0.504  0.46
H  5.956  0.015  -1.471  0.40
C  -0.118  3.304  1.228  -1.12
H  -2.462  2.551  0.233  0.04
H  0.914  3.055  1.484  0.35
H  -4.387  -0.960  3.828  0.53
Ca  -0.216  0.361  -0.088  2.04
H  0.682  -1.337  -3.952  0.33
H  -3.116  -7.184  1.106  0.41
H  -1.173  -6.319  2.371  0.43
H  2.972  4.753  -3.707  0.40
H  1.020  -3.254  -0.890  0.49
C  -1.811  3.089  -0.464  -0.98
C  -2.789  -6.162  0.973  -0.57
C  3.924  0.664  -1.383  -0.46
H  -4.085  -2.119  5.964  0.43
H  3.138  2.422  -3.036  0.56
C  1.531  2.496  -1.609  -0.11
C  -4.368  3.557  3.426  0.24
H  5.365  -2.342  -1.950  0.40
C  2.573  0.319  -1.475  -0.08
C  -7.279  -2.241  -1.873  0.67
H  -2.644  3.469  4.704  0.46
P  -2.571  -0.398  1.568  1.45
H  -5.997  3.355  2.047  0.44
C  0.535  3.358  -1.092  -0.02
H  -2.011  2.762  -1.488  0.37
C  2.288  4.373  -2.958  -0.88
N  1.522  1.189  -1.190  -0.36
H  -3.489  0.281  -1.096  0.27
C  0.453  4.684  -1.474  -0.37
N  -0.411  2.814  -0.126  1.39
C  -4.650  1.691  1.938  -0.32
C  -2.373  -1.286  3.154  -0.28
H  -2.063  4.152  -0.394  0.37
C  -5.091  2.909  2.435  -1.10
H  -4.815  -2.303  2.060  0.39
C  4.592  -1.599  -1.822  -0.89
C  -4.936  -1.872  1.079  -0.65
C  -1.702  -5.673  1.682  -0.91
F  -2.066  -2.324  7.977  -0.26
H  -1.711  -1.761  -0.552  0.61
C  3.256  -1.966  -1.915  -0.42
C  -4.019  -0.945  0.600  0.71
C  -2.004  -2.526  5.627  0.27
F  -5.940  4.670  4.786  -0.26
C  -1.837  -3.187  6.965  0.70
H  -5.243  1.216  1.167  0.32
H  -3.530  -3.378  -0.801  0.43
F  -8.129  -3.069  -1.245  -0.29
F  -6.829  -2.890  -2.967  -0.27
C  -1.935  -3.499  0.635  0.18
F  -8.001  -1.194  -2.322  -0.27
C  -3.426  -1.398  4.062  -0.47
C  0.594  -2.813  -1.791  -1.96
H  -0.478  -2.996  -1.783  0.47
C  2.247  -1.026  -1.749  0.17
C  -3.439  -5.323  0.076  -0.92
H  1.016  -3.317  -2.668  0.49
H  -0.415  -4.015  2.064  0.40
H  -0.824  -1.029  -3.070  0.36
H  -0.479  -1.990  0.709  0.41
C  4.919  -0.281  -1.558  -0.75
C  -5.236  -0.872  -1.491  -1.01
H  -0.804  2.842  1.940  0.13
C  -4.879  4.855  3.972  0.81
C  -3.252  -2.030  5.279  -1.19
C  -0.935  -2.391  4.755  -0.72